(1)
DFT (the ωB97M-V functional and the def2-TZVPD basis) results for a single C11H19N2O6PS molecule in a non-equilibrium geometry.

Results
- Kohn-Sham gap: 0.340 Ha
- Electronic energy: -47100.6145 eV
- Spin multiplicity: 1
- SMILES: C#CCCC[C@](O)(C#C)O[C@H]([C@@H](N)S(C)(=O)=O)P(=N)(O)O
- E_HOMO: -9.20 eV
- M: 338.3 g mol⁻¹

CARTESIAN COORDINATES (ANGSTROEM)
C 5.7435 1.8316 1.9386
C 4.7140 2.0972 1.3827
C 3.4694 2.3478 0.6690
C 2.7052 1.0124 0.4653
C 1.9612 0.9863 -0.8616
C 1.0922 -0.2857 -1.0174
O 1.8778 -1.4249 -0.7356
C 0.6502 -0.3536 -2.4087
C 0.2257 -0.2826 -3.5249
O 0.0394 -0.1257 -0.0914
C -1.2097 -0.7361 -0.3112
C -2.1039 -0.2817 0.8993
N -1.4271 -0.0797 2.1606
S -2.8868 1.3087 0.4615
C -4.5582 0.8828 0.0788
O -2.2337 1.8668 -0.6937
O -2.9272 2.1651 1.6183
P -1.2695 -2.5738 -0.3934
N -0.6665 -3.1816 -1.6809
O -2.8361 -2.8709 -0.2835
O -0.7312 -3.1536 1.0006
H 6.6132 1.4890 2.4429
H 3.7106 2.7545 -0.3098
H 2.8840 3.0466 1.2578
H 3.4267 0.2104 0.5533
H 1.9695 0.9194 1.2619
H 1.2670 1.8249 -0.8503
H 2.6341 1.0857 -1.7055
H 1.8631 -1.5727 0.2135
H -0.0212 -0.2416 -4.5577
H -1.7047 -0.3573 -1.2052
H -2.9235 -0.9773 1.0595
H -0.9609 0.8167 2.1819
H -0.7713 -0.8263 2.3301
H -5.0807 1.8240 -0.0394
H -4.6204 0.2603 -0.8078
H -4.9966 0.3455 0.9138
H 0.0484 -3.8595 -1.4452
H -3.1017 -3.0921 -1.1881
H 0.1357 -2.7991 1.2221


(2)
DFT (the ωB97M-V functional and the def2-TZVPD basis) results for a molecular structure, C2H3ClO2S in a non-equilibrium geometry.

Results
- Kohn-Sham gap (alpha / beta): 0.261 / 0.262 Ha
- Energy relative to the best compared isomer or geometry (same formula, charge and spin): 381.7 kJ/mol
- Electronic energy: -29570.7583 eV
- Spin multiplicity: 1
- E_HOMO (alpha / beta): -8.78 / -8.79 eV
- M: 126.6 g mol⁻¹

CARTESIAN COORDINATES (ANGSTROEM)
C -0.1643 -0.2332 0.1410
C 1.1213 -0.9294 -0.0129
O -1.7343 1.6444 0.5564
O 1.5878 -1.7468 0.7404
S -0.1787 1.4162 0.0069
Cl 2.2487 0.3509 -0.7653
H 0.4766 -1.7676 -1.1298
H -1.0302 -0.6536 0.6661
H -2.3270 1.9191 -0.2027


(3)
DFT (the ωB97M-V functional and the def2-TZVPD basis) results for a molecular structure, C26H48IN6O5P2W.

Results
- Kohn-Sham gap (alpha / beta): 0.254 / 0.283 Ha
- Energy relative to the best compared isomer or geometry (same formula, charge and spin): 0.0 kJ/mol
- Electronic energy: -75405.9833 eV
- Spin multiplicity: 3
- E_HOMO (alpha / beta): -16.55 / -16.96 eV
- M: 897.4 g mol⁻¹
- Net charge: +3

CARTESIAN COORDINATES (ANGSTROEM)
W 1.1483 0.1698 0.2606
C -0.7502 3.2848 -3.9150
C 0.1153 3.5749 -2.6819
C -0.7589 3.8385 -1.4547
C 1.1184 2.4505 -2.5109
C 0.7123 1.1384 -2.1972
C 1.6106 0.0587 -2.2892
C 2.9487 0.2621 -2.6794
C 3.8789 -0.8854 -2.9340
C 3.3466 1.5667 -2.9225
C 2.4518 2.6344 -2.8428
H -1.4226 4.1192 -4.1108
H -1.3583 2.3878 -3.7704
H -0.1363 3.1301 -4.8019
H 0.6876 4.4824 -2.8855
H -1.2365 2.9241 -1.0888
H -1.5502 4.5436 -1.7083
H -0.1944 4.3039 -0.6399
H -0.3450 0.9391 -2.0732
H 1.2284 -0.9605 -2.2498
H 4.0244 -1.0120 -4.0085
H 3.4894 -1.8250 -2.5443
H 4.8638 -0.7001 -2.5033
H 4.3656 1.7571 -3.2385
H 2.7951 3.6263 -3.1145
C -4.6807 0.9598 0.0853
N -3.2598 0.6877 -0.1975
C -2.9530 0.4934 -1.6185
P -2.1723 0.4252 0.9588
O -0.7963 0.8871 0.4506
O -1.9914 -1.1479 1.2714
P -1.0941 -2.2986 0.6134
O 0.1659 -1.5852 0.0577
N -0.6269 -3.3844 1.6916
C -1.4998 -4.5142 2.0669
C 0.4585 -3.1536 2.6603
N -2.0012 -2.9538 -0.5361
C -1.4079 -4.0144 -1.3709
C -3.4620 -2.8437 -0.6507
N -2.6651 1.0423 2.3487
C -2.9452 2.4860 2.4124
C -3.0314 0.2968 3.5659
H -4.9699 1.9059 -0.3714
H -4.8589 1.0108 1.1550
H -5.2981 0.1638 -0.3316
H -2.8097 1.4488 -2.1249
H -3.7868 -0.0238 -2.0919
H -2.0678 -0.1300 -1.7457
H -2.3090 -4.6371 1.3519
H -1.9234 -4.3437 3.0565
H -0.9031 -5.4247 2.0877
H 1.0588 -2.2937 2.3820
H 1.0901 -4.0408 2.6959
H 0.0421 -2.9731 3.6514
H -1.7668 -4.9968 -1.0612
H -0.3214 -3.9967 -1.3005
H -1.6900 -3.8457 -2.4092
H -3.8446 -2.0566 -0.0075
H -3.9335 -3.7860 -0.3673
H -3.7229 -2.6240 -1.6854
H -2.6296 2.9865 1.4960
H -2.4114 2.9195 3.2584
H -4.0120 2.6628 2.5543
H -2.7602 -0.7487 3.4745
H -4.1056 0.3818 3.7339
H -2.4949 0.7186 4.4132
N 1.5728 2.3178 0.5438
C 1.8611 2.7734 1.9448
C 0.8165 2.2973 2.9349
C 0.6633 0.8023 3.0248
O -0.0558 0.2023 3.7527
O 1.4482 0.0978 2.1117
H 2.3245 2.6399 -0.0673
H 0.7305 2.7920 0.2129
H 1.9115 3.8618 1.9529
H 2.8404 2.3909 2.2181
H -0.1729 2.7020 2.7063
H 1.0657 2.6610 3.9339
I 4.8828 1.4924 0.3597
C 4.3785 -0.5274 0.3781
C 5.4657 -1.3807 0.5150
C 5.2763 -2.7478 0.4847
C 3.9857 -3.2210 0.3045
C 2.9579 -2.3170 0.1911
N 3.1133 -0.9677 0.2329
H 6.4548 -0.9637 0.6390
H 6.1160 -3.4218 0.5911
H 3.7708 -4.2789 0.2560
H 1.9510 -2.6738 0.0595


(4)
DFT (the ωB97M-V functional and the def2-TZVPD basis) results for a single C12H12P2 molecule in a non-equilibrium geometry.

Results
- Kohn-Sham gap (alpha / beta): 0.233 / 0.243 Ha
- Energy relative to the best compared isomer or geometry (same formula, charge and spin): 0.0 kJ/mol
- Electronic energy: -31211.4805 eV
- Spin multiplicity: 3
- E_HOMO (alpha / beta): -5.86 / -8.56 eV
- M: 218.2 g mol⁻¹

CARTESIAN COORDINATES (ANGSTROEM)
C 2.5621 -1.2992 2.8857
C 1.6022 -0.3297 2.9580
C 2.9849 -1.7529 1.6870
C 0.9198 0.0859 1.8467
C 2.4254 -1.2614 0.4895
C 1.3462 -0.3849 0.5719
C 0.4995 0.6669 -2.9651
C 1.1076 0.3494 -1.7498
C -0.8790 0.7801 -2.9405
C 0.4669 0.0683 -0.5578
C -1.0191 0.0740 -0.5049
C -1.6360 0.7314 -1.6328
P -1.9550 -0.5035 0.8361
P -3.8907 0.0987 0.2840
H 3.1115 -1.7024 3.7827
H 1.3428 0.0689 3.8900
H 3.7914 -2.4491 1.5455
H 0.0735 0.7530 2.0475
H 2.5436 -1.6609 -0.4707
H 1.1374 0.6364 -3.9130
H 2.2402 0.4847 -1.7231
H -1.4544 1.2704 -3.7626
H -1.6881 1.8425 -1.3978
H -2.5852 0.3219 -1.8099
H -4.5611 -0.8041 1.2246
H -3.7989 -0.7485 -0.9428


(5)
DFT (the ωB97M-V functional and the def2-TZVPD basis) results for 2 unconnected molecules or ions with the total composition CH2N5S in a non-equilibrium geometry.

Results
- Kohn-Sham gap (alpha / beta): 0.307 / 0.216 Ha
- Energy relative to the best compared isomer or geometry (same formula, charge and spin): 305.1 kJ/mol
- Electronic energy: -19351.9924 eV
- Spin multiplicity: 1
- E_HOMO (alpha / beta): -4.74 / -4.04 eV
- M: 116.1 g mol⁻¹
- Net charge: -1

CARTESIAN COORDINATES (ANGSTROEM)
C -1.0789 0.7030 0.0334
N -0.6196 -1.4748 -0.1434
N -2.1743 -0.0654 0.1805
N -1.8581 -1.3490 0.0745
N -0.0721 -0.2466 -0.2335
N 2.0354 0.3957 -0.1813
S -0.8467 2.3008 0.4730
H 2.3023 -0.2287 -0.8916
H 2.3121 -0.0351 0.6886


(6)
DFT (the ωB97M-V functional and the def2-TZVPD basis) results for a molecular structure, C38H54CsN6OS3Si.

Results
- Kohn-Sham gap: 0.169 Ha
- Energy relative to the best compared isomer or geometry (same formula, charge and spin): 0.0 kJ/mol
- Electronic energy: -92202.9024 eV
- Spin multiplicity: 1
- E_HOMO: -2.78 eV
- M: 868.1 g mol⁻¹
- Net charge: -1

CARTESIAN COORDINATES (ANGSTROEM)
Cs -0.2609 0.4895 0.0801
C -0.4394 1.4442 3.3954
N 0.8838 1.0702 2.9181
C 1.2755 -0.2490 3.3769
C 1.8465 2.1168 3.0766
C 2.7530 2.0949 4.1226
C 3.6947 3.1061 4.3095
C 3.6955 4.1654 3.4180
C 2.7930 4.2129 2.3658
C 1.8413 3.1928 2.1324
N 1.0310 3.1310 1.0396
C 0.7893 4.2710 0.3193
C 0.3896 5.4890 0.9029
C 0.0529 6.6066 0.1571
C 0.1102 6.5616 -1.2278
C 0.5130 5.3801 -1.8436
C 0.8508 4.2441 -1.1119
N 1.2192 3.0317 -1.7597
C 2.5446 2.5429 -1.4054
C 1.0116 2.9736 -3.1897
H -0.4569 1.5740 4.4899
H -1.1628 0.6684 3.1255
H -0.7375 2.3832 2.9256
H 1.3380 -0.3341 4.4757
H 2.2495 -0.5064 2.9585
H 0.5241 -0.9679 3.0315
H 2.7267 1.2622 4.8150
H 4.4008 3.0596 5.1288
H 4.4166 4.9693 3.5238
H 2.8451 5.0430 1.6723
H 0.3309 5.5275 1.9846
H -0.2625 7.5108 0.6656
H -0.1450 7.4270 -1.8272
H 0.5708 5.3455 -2.9237
H 3.3396 3.1620 -1.8518
H 2.6579 1.5221 -1.7820
H 2.6490 2.5291 -0.3241
H 1.7050 3.6237 -3.7511
H -0.0099 3.2531 -3.4449
H 1.1726 1.9463 -3.5198
C 0.5437 -2.5219 -3.4609
C 0.4646 -3.6290 -2.4057
S -0.1324 -3.0470 -0.8065
C 1.1116 -3.6067 0.3701
C 2.5699 -3.2285 0.1209
S 2.8838 -1.4443 0.0586
C 3.8287 -1.2968 -1.4695
C 3.1635 -1.7954 -2.7562
S 1.5431 -1.0661 -3.0770
H 0.8688 -2.9645 -4.4058
H -0.4563 -2.1223 -3.6347
H -0.2210 -4.3855 -2.7885
H 1.4349 -4.1117 -2.2760
H 0.7577 -3.1741 1.3093
H 1.0499 -4.6910 0.4924
H 3.1625 -3.6657 0.9278
H 2.9297 -3.6809 -0.8034
H 4.0417 -0.2294 -1.5508
H 4.7939 -1.7991 -1.3659
H 3.8416 -1.5767 -3.5844
H 3.0578 -2.8791 -2.7272
O -2.5667 -1.0042 0.7263
C -2.0166 -1.6743 1.6123
C -4.1845 -4.3770 1.5363
Si -2.8581 -3.2940 2.3548
C -3.5533 -2.6669 3.9946
C -1.3991 -4.4088 2.7937
C -1.2392 -5.6925 2.2638
C -0.1160 -6.4621 2.5421
C 0.8894 -5.9572 3.3568
C 0.7559 -4.6846 3.8944
C -0.3756 -3.9261 3.6183
H -4.4733 -5.2252 2.1643
H -3.8382 -4.7646 0.5751
H -5.0808 -3.7780 1.3523
H -3.7838 -3.4851 4.6810
H -4.4671 -2.0909 3.8248
H -2.8313 -2.0045 4.4777
H -2.0017 -6.1022 1.6102
H -0.0227 -7.4545 2.1164
H 1.7683 -6.5526 3.5738
H 1.5331 -4.2776 4.5311
H -0.4527 -2.9308 4.0418
C -4.2427 -2.2204 -1.6241
C -3.4497 -2.9279 -2.6251
N -2.8294 -3.4887 -3.4138
H -3.6108 -1.8441 -0.8066
H -4.9912 -2.9008 -1.2195
H -4.7431 -1.3766 -2.0991
C -3.2485 5.2814 -2.2266
C -2.9340 3.8678 -2.5754
C -3.3781 3.0372 -3.5801
C -2.7218 1.8039 -3.3656
N -1.9482 1.8673 -2.2950
N -2.0987 3.1200 -1.8263
C -2.7906 0.5413 -4.1604
H -3.6555 5.8040 -3.0909
H -2.3504 5.8050 -1.8942
H -3.9857 5.3317 -1.4230
H -4.0786 3.2910 -4.3589
H -1.5121 3.4442 -1.0697
H -3.8119 0.3055 -4.4629
H -2.4082 -0.2864 -3.5635
H -2.1879 0.6084 -5.0688